No. 1
Molecular formula: C2H2NO3
Method: DFT, the ωB97M-V functional and the def2-TZVPD basis

ORCA input file:
```
! RIJCOSX wB97M-V def2-TZVPD def2/J DEFGRID3
* xyz -1 1
O 1.748 0.965 -1.297
C 0.633 0.677 -0.802
N 0.419 0.293 0.438
C -1.027 -0.653 0.731
O -2.000 -0.346 0.084
O -0.661 -1.618 1.378
H -0.165 0.982 -1.496
H 1.052 -0.299 0.965
*
```

Properties
**HOMO energy**: -4.9 eV
**Energy relative to the best compared isomer or geometry (same formula, charge and spin)**: 18.5 kcal/mol
**SMILES**: O=CNC(=O)[O-]
**Lowest unoccupied orbital energy**: 4.32 eV

Which charges does natural (NBO) predict for the atoms? In e, they are:
1. O -0.72
2. C 0.49
3. N -0.76
4. C 0.93
5. O -0.71
6. O -0.74
7. H 0.12
8. H 0.39

No. 2
Molecular formula: H12O6
Method: DFT, the ωB97M-V functional and the def2-TZVPD basis

ORCA input file:
```
! RIJCOSX wB97M-V def2-TZVPD def2/J DEFGRID3
* xyz 0 1
O 16.979 -16.176 6.392
H 16.419 -15.563 6.814
H 17.425 -16.674 7.094
O 18.097 -16.035 9.430
H 17.206 -16.352 9.296
H 18.054 -15.248 9.992
O 15.536 -17.157 9.708
H 15.235 -16.343 9.237
H 15.271 -17.014 10.628
O 15.136 -14.840 8.318
H 15.039 -14.037 8.794
H 14.303 -14.783 7.912
O 18.674 -13.869 7.859
H 18.997 -13.333 8.554
H 18.291 -14.606 8.316
O 16.876 -14.247 11.277
H 16.209 -14.410 11.940
H 16.462 -13.569 10.771
*
```

Properties
**HOMO energy**: -10.7 eV
**Energy relative to the best compared isomer or geometry (same formula, charge and spin)**: 39.0 kcal/mol
**SMILES**: O.O.O.O.O.O
**Lowest unoccupied orbital energy**: -0.55 eV

Which charges does natural (NBO) predict for the atoms? In e, they are:
1. O -0.94
2. H 0.47
3. H 0.47
4. O -0.97
5. H 0.49
6. H 0.48
7. O -0.96
8. H 0.49
9. H 0.47
10. O -0.93
11. H 0.47
12. H 0.48
13. O -0.95
14. H 0.45
15. H 0.47
16. O -0.93
17. H 0.48
18. H 0.46

No. 3
Molecular formula: C8H17BrN
Method: DFT, the ωB97M-V functional and the def2-TZVPD basis

ORCA input file:
```
! RIJCOSX wB97M-V def2-TZVPD def2/J DEFGRID3
* xyz 1 1
C -0.799 -1.671 -1.056
C 0.326 -2.215 -0.189
C -0.723 -0.271 -1.567
C 0.645 -1.400 1.011
C -0.515 0.826 -0.475
C 1.221 -0.072 0.663
C 0.126 2.015 -1.145
C -1.590 1.111 0.445
N 1.340 0.814 1.911
Br 2.877 0.057 -0.389
H -0.779 -2.314 -1.877
H -1.656 -1.809 -0.514
H 0.100 -3.201 0.109
H 1.283 -2.246 -0.845
H 0.080 -0.200 -2.271
H -1.764 0.073 -1.959
H -0.284 -1.156 1.504
H 1.195 -2.107 1.615
H 0.576 2.795 -0.412
H -0.679 2.520 -1.618
H 0.886 1.828 -1.852
H -1.835 2.106 0.767
H -1.483 0.594 1.434
H -2.595 0.807 0.223
H 0.338 0.912 2.270
H 1.701 1.712 1.549
H 2.010 0.493 2.668
*
```

Properties
**HOMO energy**: -12.7 eV
**Energy relative to the best compared isomer or geometry (same formula, charge and spin)**: 14.7 kcal/mol
**Lowest unoccupied orbital energy**: -3.39 eV

Which charges does natural (NBO) predict for the atoms? In e, they are:
1. C -0.41
2. C -0.37
3. C -0.45
4. C -0.54
5. C 0.25
6. C 0.05
7. C -0.67
8. C -0.75
9. N -0.76
10. Br 0.09
11. H 0.23
12. H 0.20
13. H 0.23
14. H 0.21
15. H 0.23
16. H 0.24
17. H 0.21
18. H 0.24
19. H 0.20
20. H 0.25
21. H 0.24
22. H 0.25
23. H 0.21
24. H 0.27
25. H 0.45
26. H 0.45
27. H 0.44

No. 4
Molecular formula: C42H44ClN5O11P2Sr
Method: DFT, the ωB97M-V functional and the def2-TZVPD basis

ORCA input file:
```
! RIJCOSX wB97M-V def2-TZVPD def2/J DEFGRID3
* xyz -2 1
Sr 0.181 0.686 0.431
C -2.609 -0.726 -4.002
C -2.433 0.227 -2.825
C -3.487 1.329 -2.826
P -0.758 0.949 -2.465
C -0.500 2.307 -3.698
C 0.864 2.962 -3.492
C -0.775 2.083 -5.189
C 0.340 -0.457 -2.897
C 1.085 -0.535 -4.062
C 1.765 -1.688 -4.436
C 1.632 -2.809 -3.631
C 0.916 -2.764 -2.451
C 0.309 -1.570 -1.998
N -0.385 -1.428 -0.832
C -0.395 -2.401 0.151
C 0.735 -3.150 0.528
C 0.691 -4.065 1.560
C -0.480 -4.262 2.279
C -1.586 -3.503 1.949
C -1.579 -2.580 0.904
P -3.092 -1.669 0.404
C -3.071 -0.183 1.532
C -2.778 -0.370 3.020
C -4.321 0.671 1.310
C -4.482 -2.776 0.995
C -4.995 -2.709 2.434
C -5.669 -2.592 0.049
H -3.478 -1.363 -3.823
H -1.745 -1.378 -4.133
H -2.784 -0.202 -4.944
H -2.590 -0.374 -1.921
H -3.436 1.934 -3.735
H -3.376 2.001 -1.973
H -4.492 0.900 -2.775
H -1.247 3.026 -3.336
H 1.676 2.284 -3.754
H 1.034 3.267 -2.460
H 0.951 3.843 -4.133
H 0.115 1.731 -5.708
H -1.053 3.029 -5.661
H -1.570 1.368 -5.383
H 1.129 0.326 -4.711
H 2.351 -1.712 -5.345
H 2.099 -3.745 -3.924
H 0.825 -3.661 -1.856
H 1.672 -2.970 0.016
H 1.589 -4.607 1.820
H -0.515 -4.957 3.107
H -2.486 -3.633 2.532
H -2.248 0.430 1.158
H -3.631 -0.782 3.558
H -2.556 0.603 3.464
H -1.914 -1.012 3.190
H -5.201 0.216 1.773
H -4.532 0.811 0.250
H -4.178 1.656 1.758
H -4.068 -3.779 0.824
H -5.437 -1.737 2.649
H -4.225 -2.883 3.181
H -5.779 -3.459 2.581
H -6.098 -1.594 0.154
H -6.456 -3.315 0.275
H -5.375 -2.706 -0.995
O -1.448 4.059 2.770
C -0.896 2.981 2.572
O -0.819 2.378 1.457
C -0.286 2.256 3.788
C -0.434 2.909 4.989
C -0.033 2.327 6.194
C 0.482 1.050 6.230
C 0.616 0.378 5.032
C 0.338 0.940 3.745
O 0.633 0.337 2.683
N 1.110 -0.997 5.135
O 0.772 -1.806 4.293
O 1.763 -1.292 6.129
N -0.197 3.049 7.442
O 0.186 2.515 8.474
O -0.682 4.168 7.402
H -0.897 3.885 4.964
H 0.771 0.581 7.158
O 5.880 3.214 -1.567
C 6.395 2.057 -1.188
O 7.567 1.796 -1.338
C 5.459 1.089 -0.553
C 5.821 -0.133 -0.012
Cl 7.355 -0.855 0.194
N 4.707 -0.726 0.470
N 3.629 0.049 0.274
C 4.059 1.134 -0.334
C 3.046 2.198 -0.674
O 3.460 3.272 -1.154
O 1.865 1.881 -0.448
C 4.568 -1.920 1.228
C 3.864 -1.871 2.419
C 3.746 -3.030 3.170
C 4.315 -4.213 2.725
C 4.984 -4.254 1.509
C 5.107 -3.102 0.749
H 4.871 3.262 -1.379
H 3.395 -0.949 2.730
H 3.191 -3.002 4.096
H 4.215 -5.113 3.318
H 5.400 -5.181 1.142
H 5.607 -3.119 -0.209
*
```

Properties
**HOMO energy**: -2.4 eV
**Energy relative to the best compared isomer or geometry (same formula, charge and spin)**: 33.8 kcal/mol
**Lowest unoccupied orbital energy**: 3.90 eV

These are the Mulliken partial charges, in e, on atoms 1 to 99:
1. Sr 2.70
2. C -1.69
3. C 2.66
4. C -1.63
5. P 1.12
6. C 0.15
7. C -1.44
8. C -1.53
9. C 1.18
10. C -0.51
11. C -1.12
12. C -0.89
13. C -0.71
14. C 0.15
15. N -0.23
16. C -0.55
17. C -0.66
18. C -0.78
19. C -1.55
20. C 0.65
21. C 0.09
22. P 0.30
23. C 2.44
24. C -1.53
25. C -1.73
26. C 0.53
27. C -1.65
28. C -1.54
29. H 0.36
30. H 0.34
31. H 0.42
32. H -1.60
33. H 0.29
34. H 0.39
35. H 0.45
36. H 0.52
37. H 0.17
38. H 0.19
39. H 0.56
40. H 0.42
41. H 0.44
42. H 0.09
43. H -0.06
44. H 0.41
45. H 0.32
46. H 0.62
47. H 0.72
48. H 0.45
49. H 0.40
50. H 0.17
51. H -0.80
52. H 0.28
53. H 0.53
54. H 0.09
55. H 0.29
56. H 0.31
57. H 0.41
58. H 0.49
59. H 0.28
60. H 0.27
61. H 0.47
62. H 0.28
63. H 0.47
64. H 0.34
65. O -0.87
66. C -0.67
67. O -0.80
68. C 0.47
69. C -0.18
70. C -0.66
71. C -0.38
72. C -0.38
73. C 0.23
74. O 0.03
75. N 0.93
76. O -0.41
77. O -0.70
78. N 1.05
79. O -0.69
80. O -0.67
81. H 0.64
82. H 0.62
83. O -0.62
84. C 0.46
85. O -0.66
86. C -0.26
87. C 0.21
88. Cl -0.18
89. N 0.49
90. N -0.11
91. C 0.39
92. C 0.16
93. O -0.92
94. O -0.77
95. C -0.02
96. C -0.24
97. C -0.22
98. C -0.67
99. C -0.71

No. 5
Molecular formula: C18H16BrN8SeTi
Method: DFT, the ωB97M-V functional and the def2-TZVPD basis

ORCA input file:
```
! RIJCOSX wB97M-V def2-TZVPD def2/J DEFGRID3
* xyz -1 3
Ti -0.652 0.735 0.281
N -0.316 0.735 4.455
C -1.187 0.735 3.415
N -0.519 0.735 2.287
C 0.793 0.735 2.692
N 0.958 0.735 4.027
C 1.842 0.735 1.699
C 3.190 0.735 2.025
N 4.170 0.735 1.082
C 3.731 0.735 -0.198
C 2.383 0.735 -0.523
N 1.408 0.735 0.414
H -0.508 0.735 5.451
H -2.261 0.735 3.533
H 3.529 0.735 3.055
H 4.498 0.735 -0.964
H 2.049 0.735 -1.554
Br -0.578 0.809 -6.564
C -0.616 0.771 -4.653
C 0.281 1.673 -3.886
C 0.262 1.654 -2.543
C -0.652 0.735 -1.829
C -1.466 -0.083 -2.518
C -1.448 -0.065 -4.002
H 0.951 2.347 -4.410
H 0.914 2.310 -1.974
H -2.135 -0.756 -1.991
H -2.107 -0.728 -4.554
C -0.652 2.880 0.281
H -1.336 3.250 -0.510
H 0.375 3.250 0.084
H -0.995 3.250 1.269
Se -3.546 -2.565 2.626
N -2.582 -3.865 1.845
C -1.620 -3.344 1.065
C -0.711 -4.095 0.328
C 0.241 -3.413 -0.442
C 0.254 -2.004 -0.454
N -0.652 -1.298 0.281
C -1.578 -1.968 1.031
N -2.506 -1.359 1.783
H -0.732 -5.178 0.346
H 0.960 -3.972 -1.025
H 0.985 -1.472 -1.046
H -2.413 0.735 0.281
*
```

Properties
**HOMO energy (alpha / beta)**: -2.9 / -5.3 eV
**Lowest unoccupied orbital energy (alpha / beta)**: 2.38 / 2.15 eV

Which charges does natural (NBO) predict for the atoms? In e, they are:
1. Ti 1.71
2. N -0.34
3. C 0.27
4. N -0.59
5. C 0.33
6. N -0.29
7. C 0.00
8. C 0.06
9. N -0.49
10. C -0.06
11. C -0.04
12. N -0.63
13. H 0.42
14. H 0.24
15. H 0.20
16. H 0.19
17. H 0.22
18. Br 0.00
19. C -0.10
20. C -0.24
21. C -0.24
22. C -0.36
23. C -0.23
24. C -0.25
25. H 0.21
26. H 0.22
27. H 0.22
28. H 0.21
29. C -1.17
30. H 0.22
31. H 0.20
32. H 0.20
33. Se 0.78
34. N -0.72
35. C 0.14
36. C -0.24
37. C -0.29
38. C 0.05
39. N -0.64
40. C 0.29
41. N -0.73
42. H 0.21
43. H 0.21
44. H 0.22
45. H -0.37

No. 6
Molecular formula: C35H26N2O24
Method: DFT, the ωB97M-V functional and the def2-TZVPD basis

ORCA input file:
```
! RIJCOSX wB97M-V def2-TZVPD def2/J DEFGRID3
* xyz 0 1
C -2.956 1.915 7.009
C -2.862 3.391 7.288
N -2.555 3.879 8.407
C -3.125 4.332 6.145
O -3.016 3.704 4.857
C -1.804 3.527 4.359
O -1.595 3.308 3.210
O -0.765 3.541 5.303
O 0.120 4.624 4.889
C 0.240 5.434 5.891
N 0.333 6.362 6.575
H -2.095 1.592 6.429
H -2.917 1.358 7.935
H -3.847 1.655 6.451
H -2.415 3.149 9.097
H -2.453 5.175 6.256
H -4.125 4.735 6.227
C -2.469 2.449 -0.078
C -3.711 2.121 0.300
C -4.786 1.806 -0.703
O -5.886 1.499 -0.282
C -4.459 1.886 -2.118
C -3.218 2.216 -2.494
C -2.141 2.507 -1.488
O -1.028 2.785 -1.906
O -2.844 2.310 -3.764
O -4.094 2.042 1.568
H -1.677 2.676 0.623
H -5.244 1.671 -2.830
H -1.900 2.558 -3.748
H -5.034 1.783 1.545
C 3.597 2.972 1.801
C 2.353 2.649 2.177
C 1.280 2.347 1.174
O 0.174 2.036 1.588
C 1.599 2.434 -0.234
C 2.841 2.754 -0.616
C 3.927 3.035 0.384
O 5.036 3.304 -0.038
O 3.208 2.845 -1.888
O 1.973 2.564 3.446
H 4.381 3.188 2.512
H 0.801 2.225 -0.933
H 4.154 3.086 -1.877
H 1.028 2.315 3.424
C 1.821 -2.286 -1.551
C 1.122 -3.011 -2.429
C -0.364 -2.865 -2.584
O -0.911 -3.566 -3.418
C -1.054 -1.920 -1.734
C -0.362 -1.192 -0.848
C 1.129 -1.321 -0.710
O 1.693 -0.613 0.102
O -0.946 -0.311 -0.045
O 1.679 -3.912 -3.236
H 2.891 -2.381 -1.435
H -2.126 -1.838 -1.841
H -0.247 0.109 0.493
H 0.942 -4.275 -3.768
C 0.125 -5.619 0.339
C 0.527 -6.804 0.819
C 0.782 -7.024 2.286
O 1.127 -8.134 2.640
C 0.607 -5.902 3.192
C 0.209 -4.717 2.711
C -0.070 -4.506 1.249
O -0.444 -3.402 0.897
O 0.029 -3.649 3.476
O 0.726 -7.863 0.051
H -0.065 -5.454 -0.712
H 0.809 -6.065 4.241
H -0.260 -2.933 2.877
H 1.008 -8.582 0.649
C 3.855 -2.247 -7.586
C 3.193 -2.302 -6.421
C 1.965 -1.465 -6.167
O 1.407 -1.581 -5.092
C 1.516 -0.563 -7.212
C 2.181 -0.508 -8.373
C 3.392 -1.360 -8.638
O 3.926 -1.260 -9.726
O 1.830 0.291 -9.371
O 3.564 -3.089 -5.421
H 4.735 -2.843 -7.781
H 0.644 0.043 -7.013
H 2.475 0.128 -10.085
H 2.918 -2.951 -4.700
*
```

Properties
**HOMO energy**: -9.4 eV
**Energy relative to the best compared isomer or geometry (same formula, charge and spin)**: 0.0 kcal/mol
**SMILES**: [H]/N=C(\C)COC(=O)OOC#N.O=C1C=C(O)C(=O)C=C1O.O=C1C=C(O)C(=O)C=C1O.O=C1C=C(O)C(=O)C=C1O.O=C1C=C(O)C(=O)C=C1O.O=C1C=C(O)C(=O)C=C1O
**Lowest unoccupied orbital energy**: -1.73 eV

Which charges does Mulliken predict for the atoms? In e, they are:
1. C -1.21
2. C 0.94
3. N -0.73
4. C -0.51
5. O -0.32
6. C 0.70
7. O -0.44
8. O -0.15
9. O -0.25
10. C 0.50
11. N -0.41
12. H 0.24
13. H 0.45
14. H 0.29
15. H 0.25
16. H 0.24
17. H 0.41
18. C -0.69
19. C 0.19
20. C 0.91
21. O -0.65
22. C -1.06
23. C 0.24
24. C 1.32
25. O -0.72
26. O -0.61
27. O -0.52
28. H 0.45
29. H 0.45
30. H 0.36
31. H 0.35
32. C -0.88
33. C -0.01
34. C 1.20
35. O -0.60
36. C -0.65
37. C 0.29
38. C 0.98
39. O -0.64
40. O -0.62
41. O -0.63
42. H 0.46
43. H 0.41
44. H 0.36
45. H 0.29
46. C -1.16
47. C 0.37
48. C 1.27
49. O -0.71
50. C -1.09
51. C 0.26
52. C 1.42
53. O -0.65
54. O -0.37
55. O -0.72
56. H 0.52
57. H 0.59
58. H -0.07
59. H 0.36
60. C -1.18
61. C 0.46
62. C 0.91
63. O -0.62
64. C -0.95
65. C 0.29
66. C 1.08
67. O -0.45
68. O -0.59
69. O -0.58
70. H 0.51
71. H 0.44
72. H 0.35
73. H 0.36
74. C -0.92
75. C 0.42
76. C 0.74
77. O -0.33
78. C -1.17
79. C 0.41
80. C 1.05
81. O -0.62
82. O -0.58
83. O -0.61
84. H 0.45
85. H 0.46
86. H 0.36
87. H 0.30

Repeat the fifth record exactly.
Molecular formula: C18H16BrN8SeTi
Method: DFT, the ωB97M-V functional and the def2-TZVPD basis

ORCA input file:
```
! RIJCOSX wB97M-V def2-TZVPD def2/J DEFGRID3
* xyz -1 3
Ti -0.652 0.735 0.281
N -0.316 0.735 4.455
C -1.187 0.735 3.415
N -0.519 0.735 2.287
C 0.793 0.735 2.692
N 0.958 0.735 4.027
C 1.842 0.735 1.699
C 3.190 0.735 2.025
N 4.170 0.735 1.082
C 3.731 0.735 -0.198
C 2.383 0.735 -0.523
N 1.408 0.735 0.414
H -0.508 0.735 5.451
H -2.261 0.735 3.533
H 3.529 0.735 3.055
H 4.498 0.735 -0.964
H 2.049 0.735 -1.554
Br -0.578 0.809 -6.564
C -0.616 0.771 -4.653
C 0.281 1.673 -3.886
C 0.262 1.654 -2.543
C -0.652 0.735 -1.829
C -1.466 -0.083 -2.518
C -1.448 -0.065 -4.002
H 0.951 2.347 -4.410
H 0.914 2.310 -1.974
H -2.135 -0.756 -1.991
H -2.107 -0.728 -4.554
C -0.652 2.880 0.281
H -1.336 3.250 -0.510
H 0.375 3.250 0.084
H -0.995 3.250 1.269
Se -3.546 -2.565 2.626
N -2.582 -3.865 1.845
C -1.620 -3.344 1.065
C -0.711 -4.095 0.328
C 0.241 -3.413 -0.442
C 0.254 -2.004 -0.454
N -0.652 -1.298 0.281
C -1.578 -1.968 1.031
N -2.506 -1.359 1.783
H -0.732 -5.178 0.346
H 0.960 -3.972 -1.025
H 0.985 -1.472 -1.046
H -2.413 0.735 0.281
*
```

Properties
**HOMO energy (alpha / beta)**: -2.9 / -5.3 eV
**Lowest unoccupied orbital energy (alpha / beta)**: 2.38 / 2.15 eV

Which charges does natural (NBO) predict for the atoms? In e, they are:
1. Ti 1.71
2. N -0.34
3. C 0.27
4. N -0.59
5. C 0.33
6. N -0.29
7. C 0.00
8. C 0.06
9. N -0.49
10. C -0.06
11. C -0.04
12. N -0.63
13. H 0.42
14. H 0.24
15. H 0.20
16. H 0.19
17. H 0.22
18. Br 0.00
19. C -0.10
20. C -0.24
21. C -0.24
22. C -0.36
23. C -0.23
24. C -0.25
25. H 0.21
26. H 0.22
27. H 0.22
28. H 0.21
29. C -1.17
30. H 0.22
31. H 0.20
32. H 0.20
33. Se 0.78
34. N -0.72
35. C 0.14
36. C -0.24
37. C -0.29
38. C 0.05
39. N -0.64
40. C 0.29
41. N -0.73
42. H 0.21
43. H 0.21
44. H 0.22
45. H -0.37